{"formula": "C41H37ClF5O6PS", "method": "ωB97M-V/def2-TZVPD", "orbital_gap_ev": 6.80, "smiles": "CCOP(=O)(CCCc1ccc(S)c2c1C(=O)c1c(F)c(CC(=O)F)cc(Cl)c1C2=O)OCC.Fc1ccccc1.Fc1ccccc1.Fc1ccccc1", "total_charge": 0, "fmax_ev_per_a": 10.12, "e_lumo_ev": -2.25, "species": ["C", "C", "O", "P", "O", "C", "C", "C", "C", "C", "C", "C", "S", "C", "C", "C", "O", "C", "C", "F", "C", "C", "C", "O", "F", "C", "C", "Cl", "C", "C", "O", "O", "C", "C", "H", "H", "H", "H", "H", "H", "H", "H", "H", "H", "H", "H", "H", "H", "H", "H", "H", "H", "H", "H", "H", "H", "F", "C", "C", "C", "C", "C", "C", "H", "H", "H", "H", "H", "F", "C", "C", "C", "C", "C", "C", "H", "H", "H", "H", "H", "F", "C", "C", "C", "C", "C", "C", "H", "H", "H", "H", "H"], "positions_angstrom": [[-0.40, 0.81, -1.83], [-1.73, -0.14, -2.18], [-1.68, -1.46, -1.53], [-2.25, -1.44, 0.11], [-3.48, -2.48, 0.17], [-2.95, 0.23, 0.72], [-4.59, 0.30, 0.64], [-5.18, 1.82, 0.38], [-4.57, 2.31, -1.07], [-5.28, 1.71, -2.46], [-4.73, 2.10, -3.97], [-3.41, 3.12, -4.12], [-2.71, 3.57, -5.82], [-2.70, 3.71, -2.77], [-3.28, 3.31, -1.27], [-2.52, 3.96, 0.07], [-3.16, 4.46, 1.13], [-0.85, 3.97, -0.03], [0.07, 3.58, 1.26], [-0.63, 3.20, 2.54], [1.71, 3.57, 1.07], [2.61, 3.13, 2.38], [4.21, 3.52, 2.24], [4.61, 4.63, 2.90], [5.19, 2.71, 1.45], [2.30, 3.97, -0.41], [1.37, 4.37, -1.71], [2.07, 4.77, -3.38], [-0.26, 4.37, -1.54], [-1.35, 4.70, -2.77], [-1.15, 5.65, -3.69], [-1.03, -2.11, 1.16], [0.32, -1.63, 0.81], [1.08, -2.58, -0.32], [0.54, 0.09, -1.88], [-0.46, 1.31, -0.77], [-0.23, 1.59, -2.71], [-1.63, -0.35, -3.35], [-2.75, 0.44, -2.05], [-2.68, 0.30, 1.88], [-2.40, 1.13, 0.22], [-4.99, -0.01, 1.71], [-5.07, -0.41, -0.16], [-4.85, 2.48, 1.29], [-6.38, 1.85, 0.37], [-6.20, 0.95, -2.38], [-5.20, 1.65, -4.97], [-2.21, 2.34, -6.33], [2.53, 1.94, 2.44], [2.15, 3.51, 3.41], [3.47, 3.95, -0.56], [0.98, -1.73, 1.79], [0.36, -0.47, 0.53], [0.38, -3.51, -0.60], [1.22, -1.98, -1.34], [2.14, -2.96, 0.02], [0.49, -5.68, 1.18], [-0.19, -6.40, 0.28], [-1.56, -6.24, 0.17], [-2.27, -6.99, -0.77], [-1.59, -7.90, -1.59], [-0.21, -8.06, -1.47], [0.50, -7.30, -0.53], [-2.07, -5.53, 0.82], [-3.35, -6.86, -0.87], [-2.15, -8.48, -2.32], [0.31, -8.77, -2.10], [1.57, -7.41, -0.43], [4.20, -0.99, -1.63], [5.25, -0.21, -1.90], [5.22, 1.14, -1.57], [6.32, 1.94, -1.85], [7.44, 1.40, -2.48], [7.46, 0.04, -2.82], [6.36, -0.77, -2.53], [4.34, 1.54, -1.08], [6.30, 3.00, -1.58], [8.29, 2.03, -2.71], [8.33, -0.38, -3.32], [6.37, -1.82, -2.78], [0.88, 0.73, 3.68], [0.45, -0.01, 4.71], [0.25, 0.60, 5.95], [-0.19, -0.17, 7.02], [-0.42, -1.54, 6.85], [-0.21, -2.14, 5.61], [0.22, -1.37, 4.53], [0.44, 1.66, 6.07], [-0.36, 0.29, 7.99], [-0.77, -2.14, 7.69], [-0.39, -3.20, 5.48], [0.38, -1.81, 3.56]], "mulliken_charge": [0.24, -0.14, -0.42, 0.61, -0.79, 0.46, -0.62, -0.73, 0.23, -0.46, -0.42, -0.02, -0.20, 0.37, 0.49, -0.20, -0.56, 0.11, 0.15, -0.35, 0.33, 0.16, 0.32, -0.47, -0.22, -0.25, -0.09, -0.17, 0.19, 0.14, -0.51, -0.29, 0.44, -0.63, 0.03, -0.48, 0.35, 0.32, 0.08, 0.49, -0.80, 0.37, 0.29, 0.27, 0.35, 0.26, 0.29, 0.17, 0.08, 0.37, 0.29, 0.34, -0.22, 0.03, 0.13, 0.35, -0.31, 0.33, -0.17, -0.51, -0.41, -0.36, -0.48, 0.41, 0.38, 0.36, 0.35, 0.40, -0.18, 0.07, -0.01, -0.37, -0.61, -0.39, -0.47, 0.50, 0.36, 0.35, 0.36, 0.42, 0.00, 0.49, -0.46, -0.50, -0.51, -0.68, 0.07, 0.40, 0.37, 0.36, 0.40, -0.06]}

{"formula": "C24H30N2O7S", "method": "ωB97M-V/def2-TZVPD", "orbital_gap_ev": 7.38, "e_above_lowest_kcal_mol": 592.4, "total_charge": 0, "fmax_ev_per_a": 19.67, "e_lumo_ev": -0.38, "species": ["C", "H", "H", "H", "O", "C", "O", "C", "C", "C", "C", "C", "C", "H", "N", "C", "O", "C", "N", "C", "O", "C", "C", "C", "C", "C", "C", "H", "O", "C", "H", "H", "H", "O", "C", "H", "H", "H", "O", "C", "H", "H", "H", "H", "H", "C", "C", "H", "H", "S", "C", "H", "H", "H", "H", "H", "H", "H", "C", "H", "H", "H", "H", "H"], "positions_angstrom": [[-6.75, -3.30, 0.60], [-7.46, -3.72, -0.31], [-6.30, -4.23, 1.02], [-7.33, -2.62, 1.15], [-5.70, -2.37, -0.18], [-5.98, -1.37, -0.70], [-7.17, -1.01, -0.77], [-4.72, -0.73, -1.43], [-4.92, 0.38, -2.22], [-3.98, 1.04, -2.72], [-2.46, 0.50, -2.39], [-2.24, -0.47, -1.65], [-3.57, -1.00, -1.17], [-3.28, -2.10, -0.38], [-1.05, -0.83, -1.46], [-0.64, -1.68, -0.26], [-1.43, -2.19, 0.48], [0.88, -1.80, -0.36], [1.48, -0.88, 0.23], [1.62, 0.44, -0.09], [1.35, 0.76, -1.44], [2.27, 1.49, 0.86], [3.01, 1.14, 1.84], [3.51, 2.22, 2.76], [3.39, 3.51, 2.03], [2.39, 3.82, 1.07], [1.81, 3.00, 0.32], [1.42, 2.91, -0.59], [2.25, 5.26, 1.00], [1.42, 5.57, -0.21], [1.55, 6.57, -0.31], [0.51, 5.26, -0.31], [1.95, 5.16, -1.18], [3.59, 4.82, 2.89], [4.26, 4.70, 4.17], [4.48, 5.48, 4.49], [5.30, 4.17, 3.92], [3.60, 4.04, 5.14], [4.32, 1.98, 3.68], [4.68, 0.62, 4.16], [4.93, 0.12, 3.36], [5.24, 0.71, 5.19], [3.66, 0.21, 4.33], [3.13, 0.35, 2.06], [1.64, -0.84, 1.30], [1.21, -3.23, 0.04], [1.25, -4.23, -0.96], [1.91, -3.96, -1.76], [1.72, -5.30, -0.65], [-0.12, -4.43, -1.69], [0.26, -5.71, -3.09], [1.03, -5.28, -3.73], [-0.72, -6.02, -3.77], [0.47, -6.56, -2.48], [2.19, -3.14, 0.61], [0.62, -3.63, 1.08], [1.26, -1.64, -1.53], [-0.33, -0.32, -1.77], [-1.45, 1.27, -3.06], [-1.19, 0.61, -3.59], [-1.90, 2.30, -3.67], [-0.80, 1.61, -2.26], [-4.11, 1.85, -3.42], [-5.96, 0.75, -2.20]], "mulliken_charge": [-0.62, 0.25, 0.26, 0.31, -0.27, 0.36, -0.74, 0.48, -0.62, -1.05, 1.89, -0.39, 0.28, 0.04, 0.09, -0.17, -0.60, 0.05, 0.20, 0.38, -0.79, 0.01, -2.04, 0.74, -0.27, 0.61, -1.35, 1.05, -0.37, -1.04, 0.35, 0.45, 0.34, -0.33, -0.75, 0.60, 0.16, 0.14, -0.38, -1.03, 0.47, 0.25, 0.40, 2.17, 0.24, -0.92, -0.57, 0.36, 0.35, 0.03, -0.88, 0.27, 0.26, 0.33, 0.33, 0.26, 0.15, 0.30, -1.88, 0.78, 0.26, 0.19, 0.26, 0.36]}